# 1
38
Properties=species:S:1:pos:R:3:lowdin_charge:R:1 method="wB97M-V/def2-TZVPD" de_lowest_kj_mol=85.22 gap_ev="2.469 / 3.005" homo_ha="-0.428 / -0.446" charge=+2
I -2.68 -0.81 -1.51 0.31
I -0.47 -0.28 -3.23 0.12
Al 0.85 1.36 1.32 0.46
P -0.93 -2.69 -1.27 0.36
C -1.26 -3.42 0.34 -0.27
C -1.52 -3.89 -2.47 -0.27
H -1.04 -4.86 -2.28 0.07
H 1.15 -3.79 -1.62 0.07
H -1.26 -3.53 -3.46 0.05
H 1.25 -2.11 -2.23 -0.04
H -2.24 -3.09 0.73 0.04
H -2.61 -3.99 -2.39 0.05
C 0.89 -2.74 -1.40 -0.30
H -1.26 -4.51 0.22 0.07
H 1.38 -2.42 -0.47 -0.01
H -0.48 -3.11 1.05 0.00
P 0.09 3.09 -0.02 0.79
C -0.40 4.49 1.03 -0.21
C 1.46 3.73 -1.04 -0.20
H -0.98 2.33 -2.04 -0.04
H -1.46 4.00 -1.58 0.10
H -2.16 2.58 -0.74 0.05
C -1.26 2.99 -1.21 -0.23
H 1.52 3.12 -1.94 0.07
H 1.27 4.78 -1.31 0.08
H -0.04 5.41 0.55 0.08
H 0.03 4.42 2.03 0.06
H 2.40 3.66 -0.48 0.06
H -1.50 4.51 1.11 0.08
C -0.79 1.53 2.65 0.16
O -1.66 1.54 3.41 0.28
Cl 3.13 -1.23 4.31 0.74
C 2.11 -1.70 2.95 -1.50
Cl 2.87 -2.89 1.87 0.72
Cl 0.54 -2.28 3.52 0.71
C 1.83 -0.44 2.09 -0.58
O 2.25 0.74 2.41 0.06
O 0.98 -0.50 1.11 0.01

# 2
52
Properties=species:S:1:pos:R:3:lowdin_charge:R:1 method="wB97M-V/def2-TZVPD" de_lowest_kj_mol=203.70 gap_ev=9.561 homo_ha=-0.355
C 1.90 -1.34 -0.97 -0.05
O 0.86 -0.39 -0.79 -0.13
C 0.60 0.05 0.53 -0.36
C -0.63 0.98 0.46 -0.42
O -1.04 1.51 1.48 0.07
N -1.16 1.16 -0.76 0.10
C -2.29 2.05 -0.96 -0.14
C -1.91 3.50 -1.28 -0.34
C -3.05 4.40 -0.82 -0.06
C -1.57 3.74 -2.76 -0.41
C -0.64 2.68 -3.35 -0.08
C -0.96 5.12 -2.98 -0.08
C 1.78 0.78 1.18 -0.05
C 2.53 -0.27 2.02 -0.10
N 1.61 -1.42 2.08 -0.02
C 2.13 -2.66 2.26 -0.43
O 3.33 -2.85 2.43 0.08
C 1.19 -3.82 2.27 -0.11
C -0.05 -3.80 2.90 -0.08
N -0.86 -4.86 2.96 0.09
C -0.46 -5.98 2.39 -0.08
C 0.77 -6.11 1.74 -0.19
C 1.14 -7.36 1.15 -0.18
N 1.43 -8.36 0.67 0.16
C 1.62 -5.01 1.70 0.06
C 0.31 -1.09 1.50 -0.05
H 2.02 -1.47 -2.04 0.10
H 2.85 -1.00 -0.55 0.09
H 1.64 -2.31 -0.53 0.09
H -0.71 0.70 -1.53 0.12
H -2.92 1.64 -1.76 0.13
H -2.87 2.03 -0.04 0.12
H -1.02 3.73 -0.68 0.15
H -3.98 4.15 -1.35 0.09
H -3.24 4.28 0.25 0.08
H -2.85 5.46 -1.00 0.07
H -2.52 3.69 -3.32 0.14
H 0.29 2.61 -2.78 0.09
H -1.10 1.69 -3.40 0.07
H -0.37 2.95 -4.38 0.08
H -0.01 5.20 -2.43 0.09
H -0.74 5.28 -4.04 0.08
H -1.61 5.93 -2.64 0.07
H 2.42 1.23 0.42 0.13
H 1.39 1.57 1.82 0.12
H 3.47 -0.60 1.58 0.11
H 2.75 0.09 3.03 0.13
H -0.40 -2.91 3.39 0.12
H -1.14 -6.83 2.44 0.12
H 2.60 -5.07 1.24 0.14
H -0.39 -0.73 2.26 0.13
H -0.13 -1.95 0.99 0.14

# 3
50
Properties=species:S:1:pos:R:3:lowdin_charge:R:1 method="wB97M-V/def2-TZVPD" de_lowest_kj_mol=308.94 gap_ev="9.213 / 8.830" spin_multiplicity=4 homo_ha="-0.343 / -0.340"
Co -36.81 -13.52 -1.51 0.92
O -37.38 -12.06 -0.29 -0.36
H -38.22 -11.78 -0.71 -0.01
O -38.52 -14.67 -1.89 -0.42
H -39.17 -14.57 -1.17 -0.08
C -40.83 -9.47 -0.10 -0.08
C -40.54 -10.81 0.60 -0.29
O -39.30 -10.70 1.37 -0.10
H -41.14 -8.80 0.71 0.07
H -41.60 -9.57 -0.87 0.07
H -39.99 -9.03 -0.62 0.06
H -40.56 -11.75 0.04 0.10
H -41.28 -11.02 1.37 0.09
H -38.57 -11.03 0.85 0.01
C -38.68 -11.00 -3.16 -0.09
C -37.19 -10.75 -3.10 -0.26
O -36.72 -12.08 -3.32 -0.13
H -39.16 -11.91 -2.81 0.07
H -39.08 -10.87 -4.17 0.08
H -39.20 -10.22 -2.59 0.06
H -36.76 -10.42 -2.15 0.10
H -37.01 -10.04 -3.91 0.12
H -36.18 -12.15 -4.11 0.11
C -33.46 -10.93 -2.27 -0.06
C -33.46 -12.25 -1.40 -0.23
O -34.83 -12.52 -1.14 -0.15
H -34.15 -10.22 -1.82 0.07
H -33.78 -11.01 -3.31 0.07
H -32.46 -10.50 -2.18 0.07
H -32.88 -12.23 -0.48 0.10
H -33.05 -13.01 -2.05 0.11
H -35.14 -11.99 -0.41 0.04
C -33.98 -10.98 1.90 -0.08
C -35.42 -10.53 1.99 -0.36
O -35.86 -10.22 0.74 -0.09
H -33.47 -10.54 1.04 0.07
H -34.00 -12.07 1.80 0.07
H -33.57 -10.73 2.87 0.08
H -35.49 -9.60 2.55 0.11
H -36.02 -11.21 2.59 0.12
H -36.48 -10.90 0.45 -0.01
C -39.52 -14.45 1.62 -0.08
C -40.37 -13.56 2.56 -0.27
O -40.70 -14.55 3.51 -0.11
H -38.68 -14.95 2.10 0.08
H -39.17 -13.91 0.74 0.02
H -40.12 -15.21 1.14 0.08
H -41.19 -13.05 2.06 0.09
H -39.74 -12.88 3.15 0.11
H -40.14 -14.50 4.29 0.08